{"formula": "C42H108F6N6O18P", "method": "ωB97M-V with the def2-TZVPD basis set", "elements": ["H", "H", "C", "H", "C", "C", "H", "F", "H", "H", "H", "C", "H", "H", "O", "H", "C", "O", "H", "O", "H", "H", "H", "H", "H", "C", "H", "F", "C", "C", "H", "C", "H", "H", "H", "H", "C", "H", "C", "N", "H", "H", "H", "H", "H", "H", "N", "H", "H", "C", "H", "H", "O", "H", "H", "H", "H", "H", "C", "O", "C", "C", "C", "C", "O", "C", "O", "H", "O", "H", "H", "C", "C", "H", "N", "C", "H", "H", "H", "P", "H", "H", "H", "O", "H", "H", "H", "C", "H", "H", "H", "O", "C", "H", "H", "H", "C", "C", "H", "O", "C", "H", "H", "H", "H", "H", "H", "C", "H", "H", "H", "C", "H", "F", "O", "C", "H", "C", "C", "H", "O", "F", "H", "H", "N", "H", "H", "O", "H", "H", "H", "O", "H", "H", "H", "O", "H", "H", "C", "H", "H", "H", "H", "H", "H", "C", "H", "H", "H", "H", "H", "F", "H", "C", "C", "C", "C", "H", "H", "H", "N", "H", "H", "N", "H", "H", "H", "H", "H", "C", "O", "H", "H", "H", "C", "C", "H", "O", "C", "C", "F"], "coordinates": [[0.996, -0.469, -2.191], [2.520, 9.168, 1.970], [4.517, 4.675, 4.604], [2.135, -1.275, 4.246], [0.848, -2.932, -2.803], [2.108, -0.989, -0.348], [3.428, 8.490, 0.692], [-0.935, -3.403, -1.426], [-0.061, -0.010, 0.471], [0.191, 5.038, -0.258], [1.948, -4.580, -3.424], [3.583, -1.759, 2.841], [1.775, 6.195, -0.121], [-1.234, -1.488, 3.126], [-2.469, 7.149, -0.504], [0.017, -5.646, 4.595], [-2.211, -4.320, -4.116], [2.364, 7.158, 1.677], [-4.905, 2.021, -2.225], [0.640, -3.908, 3.854], [1.344, 2.329, 1.843], [6.448, -1.975, -0.542], [1.165, -1.486, 1.508], [-3.591, -2.253, -1.589], [-1.444, -5.572, -1.925], [-2.692, -0.442, -2.228], [-4.055, -3.850, -4.871], [-0.320, -1.179, -1.224], [-3.929, 1.540, -2.159], [-1.081, 1.815, 2.545], [-0.438, 7.218, -1.222], [1.226, 1.898, -3.405], [1.463, -0.859, -1.217], [-0.647, -5.647, -5.213], [-3.972, -0.987, 2.598], [-2.745, -0.571, 0.326], [-0.848, 5.276, -0.487], [3.099, 1.331, -0.392], [2.149, 5.116, 4.388], [-1.769, 4.679, 0.397], [-0.053, -4.825, -6.619], [1.647, -5.742, 3.675], [-1.280, -0.795, -0.559], [-5.037, -3.037, -0.917], [1.494, 4.726, 2.048], [3.716, -0.299, -3.528], [2.267, -1.290, 3.245], [-2.843, 8.675, 0.704], [4.693, 4.960, 3.567], [1.926, -4.810, -0.369], [3.595, -0.422, 1.209], [-0.389, 2.389, 0.568], [5.235, -1.747, 1.069], [-2.338, -0.320, -1.205], [0.323, -4.995, -3.080], [2.151, 5.953, 5.088], [4.769, 5.602, 5.118], [3.086, 2.270, 1.913], [-0.976, 2.970, 3.574], [3.190, 4.225, 4.817], [-1.040, 6.736, -0.451], [-4.194, -3.695, -0.704], [3.025, -3.791, -0.284], [-1.103, 2.387, -0.256], [-5.575, 0.062, 1.732], [2.527, 6.154, 0.667], [-1.167, 0.586, 3.273], [2.468, -1.167, -1.532], [-2.968, 1.215, 1.246], [-1.943, -4.189, -5.164], [-3.485, 1.882, -1.224], [-2.264, 3.403, -0.036], [0.681, 4.549, 4.528], [1.625, 2.365, -2.504], [1.874, -2.035, -3.367], [1.092, -1.826, 2.541], [1.795, -3.865, 2.120], [-5.879, 0.292, 0.850], [-1.323, -3.892, -3.651], [-0.689, -2.404, -0.219], [-1.810, 9.165, -0.626], [0.296, 1.476, -3.025], [2.306, 5.500, 3.381], [-3.923, 0.199, -2.387], [5.279, 3.912, 4.766], [1.506, -1.589, -4.195], [1.134, -4.550, 0.334], [-3.561, -3.627, -3.926], [4.547, -4.754, -1.043], [1.481, -4.685, -1.356], [-4.615, -1.695, 1.160], [0.512, -3.912, -4.917], [0.633, -5.349, 3.746], [-1.996, -2.516, -2.207], [0.196, -5.764, 2.838], [3.503, 6.322, 0.211], [-3.579, 0.056, 0.641], [-0.727, 0.127, -0.381], [-2.879, -4.166, 1.086], [-4.536, -5.059, -1.181], [-2.675, 8.554, -0.366], [0.631, 3.930, 5.423], [-5.190, -5.301, -0.521], [-0.076, 0.300, -1.238], [3.499, -3.942, 0.686], [-3.577, 8.863, -0.895], [4.363, -1.172, 3.325], [2.141, 1.304, 0.129], [1.115, 2.824, 3.621], [-1.044, 4.872, -1.480], [-0.001, 5.399, 4.535], [-2.187, -6.082, -2.537], [1.777, -1.969, -0.004], [-0.888, -3.673, 0.841], [1.954, -0.062, 0.656], [2.874, 0.227, -3.078], [3.295, -2.098, 0.775], [3.904, -1.449, 1.404], [0.899, -3.376, 2.502], [-1.938, -0.034, -2.902], [-4.806, -4.603, 1.513], [0.913, -2.805, -0.097], [3.219, 4.579, 1.940], [-3.816, -2.744, 1.253], [2.353, 3.655, 0.437], [2.591, -2.792, -0.248], [-1.881, -0.684, 1.734], [4.080, -3.938, -1.236], [1.555, 3.697, -0.181], [-3.249, 1.961, -2.900], [-0.148, -0.573, 2.059], [2.249, 1.066, -4.035], [0.960, 2.690, -4.105], [-2.574, 5.288, 0.354], [-1.223, 2.654, 4.587], [-1.675, 1.168, -0.220], [-3.238, -3.471, -1.176], [3.135, -1.060, -0.704], [5.544, -1.446, -0.241], [3.308, 0.814, -2.269], [-3.150, -6.062, -2.025], [-1.671, 3.732, 3.220], [1.114, -3.288, -1.808], [1.094, -5.785, -5.756], [-4.426, -1.760, -3.653], [-4.443, -0.735, 1.648], [-0.650, 2.587, -1.227], [-5.414, -4.075, 2.035], [4.777, -1.711, -0.969], [0.023, -3.628, 1.905], [-1.954, 1.838, 1.892], [-0.709, -1.496, 1.144], [1.822, -6.741, -0.460], [0.926, -4.229, -3.567], [2.325, 4.769, 1.345], [-1.134, -0.586, 2.522], [-2.905, -1.939, -2.375], [-0.621, 7.133, 0.474], [-0.169, -2.558, -2.685], [-2.363, 1.652, 0.643], [0.415, 3.536, 3.470], [-4.146, -4.161, -3.177], [1.637, 8.734, 0.456], [-3.502, -2.156, -3.742], [0.220, -1.348, 2.987], [-2.962, 3.038, 0.717], [3.791, -2.797, 3.100], [-4.061, 0.390, -0.278], [-3.003, 3.469, -0.836], [2.245, 2.427, 1.238], [-2.288, -5.716, -3.899], [5.728, -0.375, -0.329], [-1.958, -7.147, -2.580], [1.403, 1.496, -0.650], [1.974, -0.870, -2.457], [-3.851, -3.746, 0.825], [-0.166, 1.654, 1.975], [2.500, -6.093, -0.257], [0.229, -5.138, -5.613], [2.437, 8.461, 1.144], [-2.300, -2.190, -0.336]], "forces_ev_per_a": [[0.19, 0.61, -2.18], [-0.49, -0.05, 0.10], [-0.24, 0.65, -1.06], [0.14, -0.25, -0.10], [1.43, -0.79, -1.28], [-1.21, 3.12, 7.03], [-0.01, 0.55, -0.80], [0.77, -2.21, 2.07], [-0.33, 1.58, -0.72], [-0.06, 0.10, 0.15], [0.40, -0.04, -0.86], [0.79, 0.63, 0.60], [-0.16, 0.64, -0.18], [-0.45, 0.45, 0.60], [1.75, -0.68, -1.16], [0.52, -0.60, 0.07], [0.12, 0.60, -0.78], [-1.05, -0.43, -0.30], [-0.23, -0.49, -0.31], [0.36, -0.69, -1.50], [0.37, 0.53, -0.20], [0.04, -0.05, 0.16], [0.34, -0.34, 1.51], [0.14, 1.93, -2.14], [0.15, 0.22, -0.36], [0.24, -0.93, 0.71], [-0.41, 0.21, -0.05], [7.39, -16.71, -8.07], [1.23, 1.84, -0.31], [1.17, -0.86, 2.30], [-0.33, 0.15, -0.48], [1.07, 0.37, -0.30], [-1.04, 1.33, 6.24], [0.51, -0.31, 0.29], [-0.11, 0.76, 0.19], [-1.06, 0.45, 0.40], [-0.14, -0.54, -1.18], [0.23, -0.13, -0.01], [-0.76, 0.45, 1.03], [-0.93, -0.12, 1.16], [-0.02, 0.05, -0.18], [0.26, -0.07, 0.74], [-4.78, 7.32, 3.90], [0.14, 0.22, -0.11], [-0.36, 0.31, -0.65], [-0.14, 0.06, -0.43], [-0.01, -0.02, -0.36], [-0.13, 0.61, 0.15], [-0.31, -0.05, -0.50], [0.13, -0.37, -1.12], [1.11, -0.17, 0.33], [0.28, 1.17, -0.61], [0.55, -0.72, 1.32], [-1.17, 0.55, -1.84], [-0.57, -0.15, -0.37], [0.21, 0.46, 0.03], [-0.14, -0.04, 0.71], [0.29, 0.09, -0.31], [1.59, -0.17, -1.65], [-0.17, -0.62, -0.26], [-0.54, 2.28, 0.40], [0.88, -3.87, 1.65], [1.44, -1.66, 0.96], [0.06, 2.94, -0.83], [-2.06, 0.05, 1.79], [-0.55, -0.69, 0.93], [-1.63, 0.69, 2.64], [1.97, -1.33, -7.49], [-9.37, -2.58, 4.04], [-0.24, -0.09, -0.08], [-0.43, -0.74, -0.04], [0.14, 0.31, 0.75], [2.14, -1.72, -0.72], [0.49, 0.28, -0.05], [-1.03, 1.49, 0.47], [2.75, -2.20, 1.58], [0.24, -0.09, 0.03], [0.23, -0.10, -0.02], [-0.74, 0.03, 0.56], [-0.91, -5.46, 3.26], [0.02, -0.09, -0.38], [-0.02, -0.98, -0.59], [0.16, 0.01, 0.65], [-1.79, -1.54, -0.25], [-0.52, -0.25, 0.61], [-0.26, -0.72, -0.88], [0.68, -1.36, 0.25], [-0.62, 0.07, -0.64], [-0.15, -0.13, 0.10], [0.04, -0.74, 0.14], [-1.03, 0.85, 0.04], [0.80, -2.16, 0.74], [-0.23, 1.20, 0.36], [-1.51, 0.98, -1.81], [-0.63, 0.49, -0.30], [0.22, -0.46, -0.12], [2.19, 0.29, 1.32], [-2.41, 8.03, 4.01], [-0.23, -0.26, -0.77], [-0.55, 1.87, 1.22], [0.14, -0.81, 1.16], [-0.14, 0.83, 0.92], [-0.30, -0.62, 0.18], [-0.85, 3.87, 0.22], [-0.02, -0.07, 0.39], [0.19, -0.15, -0.19], [-0.10, 0.04, 0.83], [1.28, -0.85, 1.44], [-0.17, -0.41, 0.15], [0.17, 0.23, -0.72], [-0.14, -0.24, -0.16], [-0.67, -1.55, 0.04], [2.54, 4.53, 0.31], [-2.81, -0.21, -3.29], [-0.53, 4.05, 0.86], [-0.45, -0.97, 0.65], [0.85, 0.92, 1.27], [-0.53, -0.86, -0.09], [0.49, 0.86, 2.23], [0.12, 0.14, -0.45], [0.05, 0.41, -0.27], [-8.19, -2.83, 0.28], [0.10, 0.23, 0.37], [0.14, -1.18, -0.13], [-0.09, -0.26, 0.23], [2.38, -2.20, -1.46], [-1.23, 2.02, 2.23], [-0.73, 0.36, -0.49], [-0.21, -0.15, -0.14], [-0.02, 0.77, -0.43], [-1.26, 3.30, 2.13], [-1.52, 0.56, 0.76], [0.12, -0.15, -0.12], [-0.17, 0.16, 0.54], [-0.12, -0.23, 0.05], [5.29, -0.69, -5.82], [-1.53, -1.40, 0.30], [0.92, 1.04, 1.62], [0.41, 0.52, -0.79], [-0.05, 0.39, 0.08], [0.27, 0.44, -0.17], [0.07, 0.30, 0.33], [0.47, 1.16, -1.24], [0.19, -0.07, 0.49], [-0.26, -0.14, -0.40], [0.68, 1.45, -2.82], [0.42, 0.06, -0.22], [-0.03, 0.16, -0.02], [0.05, -0.23, 0.07], [2.02, 0.13, 1.78], [1.96, 1.10, 2.46], [2.12, -10.65, -10.79], [0.03, -0.08, 0.01], [-0.48, 1.22, -0.40], [1.67, 0.98, -0.11], [-2.77, 5.90, 3.19], [-1.52, 2.31, -3.29], [-0.12, -0.01, 0.46], [1.27, 0.41, -1.90], [-2.02, -1.55, 0.65], [-1.42, 1.28, 0.50], [0.11, 0.08, 0.23], [-0.07, -0.13, -0.08], [1.33, -1.35, 1.23], [2.77, -1.74, 0.79], [0.43, 0.54, 0.34], [-0.03, -0.46, -0.19], [-0.89, -0.68, 0.56], [0.77, 0.34, -1.05], [-1.06, -2.05, -2.06], [0.18, 0.57, 0.21], [0.09, 0.40, -0.19], [0.44, -0.12, 0.17], [-0.26, 0.24, 0.40], [2.95, -0.99, -9.59], [-0.66, -1.03, 0.17], [0.14, 0.46, 0.16], [0.05, -0.43, 0.35], [-0.18, 1.08, -1.06], [1.35, -0.36, 0.57], [2.49, 0.00, 3.17]], "charge": -1, "spin_multiplicity": 1, "homo_lumo_gap_ev": 7.180}